[1]
This record from the OMol25 dataset describes a structure of composition C3H5BrO5P2 in a non-equilibrium geometry. The level of theory is ωB97M-V/def2-TZVPD.

```
16
Properties=species:S:1:pos:R:3:forces:R:3:mulliken_charge:R:1
Br -1.36564 -1.30651 3.65194 0.4884 0.2192 -1.0221 -0.22
P 0.05921 -1.94209 1.95407 1.1031 -0.4802 0.5431 0.43
P 0.03638 -1.58293 -0.89709 -2.4929 -3.8003 -5.7702 0.87
O -0.90266 -1.72261 0.53107 3.6219 1.5533 -0.5442 -0.23
O 1.69499 -1.93352 -0.69463 -2.3088 1.9767 0.0456 -0.45
O 1.33402 -0.78795 2.05864 -3.3536 0.4057 0.2704 -0.45
O -0.51467 -2.60601 -1.94133 1.8127 3.4909 3.7165 -0.65
O -0.28449 -0.02239 -1.55508 0.8354 -2.1245 3.4727 -0.26
C -0.39436 0.91614 -0.43839 -0.1275 3.0787 -0.8569 0.16
C -0.47891 2.41161 -1.08665 -0.4105 6.0024 -1.0185 -0.34
C -0.56606 3.68355 -1.45551 -0.6156 -6.7911 2.7089 -0.38
H 0.55185 0.81997 0.20718 -1.5373 0.4754 -0.7912 0.21
H 2.25427 -1.50218 -1.39796 -0.9789 -0.4508 0.8423 0.35
H -0.98619 4.75538 -1.57495 1.2186 -2.5073 0.0265 0.34
H -1.38070 0.80560 0.16913 1.8384 -0.0490 -1.1158 0.28
H 0.93264 0.04360 2.45157 0.9067 -0.9991 -0.5071 0.33
```
Forces are in eV/Å.

Output
M	262.92	g/mol
net charge	0
highest occupied orbital energy	-10.3654	eV
largest force on an atom	7.35	eV Å⁻¹
HOMO-LUMO gap	0.370	Ha
calculated total energy	-102048.53645	eV

---

[2]
This record from the OMol25 dataset describes a cluster of 2 separate species, C33H37N2O4P in total in a non-equilibrium geometry. The level of theory is ωB97M-V/def2-TZVPD.

```
77
Properties=species:S:1:pos:R:3:forces:R:3:mulliken_charge:R:1
P -2.06534 2.07422 -0.52146 -1.5166 -0.0064 0.3162 1.25
O 0.59283 2.70555 -1.48066 -0.6556 -1.3412 0.5442 -0.67
O -2.19471 2.87117 0.74305 0.2646 -0.5354 -0.5285 -0.91
O 1.32546 0.59125 -1.67133 0.3463 0.1713 -0.9652 -0.17
O 1.82932 -0.02238 2.66247 0.4023 -1.8068 -0.6617 -0.81
N 2.50841 -3.31710 1.77274 0.7291 -0.0386 -0.3216 0.14
N 4.09908 -1.83586 1.57829 -0.7995 -0.4737 0.0850 0.47
C -2.24716 3.18279 -1.99384 0.3646 -0.2155 0.0339 0.78
C -3.79595 -1.22457 3.08576 -0.1129 -0.4928 -0.0892 -0.66
C -5.85402 -0.53862 -1.09014 0.1059 0.0588 0.3591 -0.69
C -3.14468 5.30774 -2.75284 0.2544 -0.4397 -0.2490 -0.61
C 4.26764 0.45850 0.73889 -0.0452 0.3330 -0.3544 -1.34
C 3.20845 0.11770 -3.11679 0.0047 -0.4189 0.0911 -1.13
C -5.58244 0.08174 0.13397 0.0865 0.0155 -0.2975 -0.58
C 2.74638 -1.99137 1.64784 0.4487 -1.0127 0.7928 0.33
C -5.01402 -0.31898 -2.17954 0.2199 0.0798 -0.2146 -0.59
C 1.23137 -3.98949 1.97605 -0.4402 -0.4035 0.0724 -0.80
C -4.45730 0.89426 0.27106 -0.0298 -0.2442 -0.1137 -0.26
C -3.54704 0.99403 -0.78554 -0.0499 0.8142 -0.0639 0.43
C -2.64716 -0.52031 2.72643 0.3699 0.2093 -0.3656 -0.16
C 4.81227 -0.08098 3.12486 0.0498 0.0708 0.3699 -1.63
C -3.51887 -2.69781 1.18022 0.3751 -0.0750 -0.1549 -0.79
C -4.24225 -2.30808 2.31121 0.3652 -0.0858 0.0730 -0.50
C 4.69403 -3.08307 1.60567 -0.5439 -0.2029 0.0448 -0.14
C 0.41797 1.50871 -1.25354 0.7997 0.3701 0.5630 0.20
C 4.86639 -0.57145 1.68105 -0.0469 0.6701 0.1754 1.63
C -1.93466 2.84626 -3.31869 -0.2619 0.4842 0.0302 -0.18
C -2.84423 4.41533 -1.71962 -0.0870 0.1527 -0.2200 -0.88
C 6.31169 -0.83770 1.31138 0.4270 -0.0695 -0.2263 -2.15
C -0.65522 -0.25997 1.19425 0.1337 2.7941 0.0522 -1.92
C -2.34735 -2.02548 0.83877 -0.1845 0.3790 0.1549 -0.17
C -1.91122 -0.91770 1.58950 -1.2725 -0.0566 -0.6462 0.72
C -2.80413 4.98339 -4.07098 -0.0888 0.1241 0.2534 -0.44
C -3.85674 0.45377 -2.04247 -0.3896 -0.3023 0.6233 -0.32
C 1.65491 -1.00472 1.86175 -2.7479 3.2521 -0.8673 0.17
C 0.42624 -1.13898 1.10246 4.0068 -1.6368 -0.0114 0.75
C 2.24985 1.17836 -2.63219 0.2048 -0.0380 0.1688 -0.28
C -2.20274 3.75541 -4.34743 0.0305 -0.1703 0.2255 -0.91
C -0.71827 0.88448 -0.55432 -1.1926 -1.4259 -2.0502 -0.11
C 3.71243 -4.00876 1.72491 -0.0926 0.5570 0.0199 -0.94
H -4.29231 1.46634 1.19016 0.1463 -0.3533 -0.3319 0.43
H 4.14077 0.03416 -0.26505 0.0474 0.1475 0.2012 -0.07
H -5.26220 -0.73719 -3.15615 0.0391 0.0531 0.2605 0.40
H 4.95581 1.31269 0.67478 -0.1980 -0.2088 -0.0172 0.57
H 3.79804 -0.27796 -2.29088 -0.0040 -0.0899 0.0065 0.15
H -6.24070 -0.06196 0.98581 -0.0162 0.0386 -0.1594 0.44
H -1.50204 1.88093 -3.57328 0.0904 0.1684 0.1455 0.36
H 1.68657 1.58648 -3.48279 0.0270 0.0348 0.3693 0.40
H -3.00748 5.69455 -4.87778 0.0528 -0.3094 0.2739 0.37
H 2.76717 1.99551 -2.11863 -0.0448 -0.0732 -0.3034 0.29
H -3.64682 6.24394 -2.52649 0.1414 -0.0841 -0.0423 0.39
H -3.08471 4.67994 -0.69253 0.0957 -0.1508 -0.1362 0.40
H 5.28037 -0.82104 3.78668 -0.0529 0.1396 -0.0487 0.36
H -3.82494 -3.54952 0.56091 -0.0605 0.3682 0.3546 0.38
H 3.91373 0.49457 -3.86060 -0.1433 0.2512 0.0781 0.38
H 6.40424 -1.26261 0.30629 0.0264 0.0322 0.0808 0.44
H -3.23219 0.66739 -2.90768 -0.0967 -0.2154 0.2219 0.22
H 3.78450 -5.07953 1.81140 -0.1475 0.0665 -0.0744 0.42
H -1.94110 3.49266 -5.37084 -0.0590 0.0720 0.1754 0.37
H 5.75507 -3.23274 1.53338 -0.0926 0.0809 0.0116 0.45
H -2.29801 0.34235 3.31760 -0.2287 -0.5037 -0.3856 0.48
H 0.38892 -1.91826 0.31682 -0.0713 0.0873 0.7564 0.34
H 0.67080 -4.08824 1.03903 0.1698 0.1554 0.2817 0.30
H -5.10565 -2.91349 2.60454 0.1950 0.4588 -0.0358 0.41
H 0.60833 -3.48334 2.72524 0.3118 0.0600 -0.3717 0.35
H -4.34477 -0.96061 3.99315 0.1828 0.0249 -0.3226 0.38
H -6.72622 -1.18729 -1.18403 0.1999 0.2236 -0.0478 0.37
H -0.99014 -0.15175 -0.95538 0.2385 1.8306 -0.1344 0.14
H -0.53359 0.83510 1.27519 0.2995 -0.9937 2.4486 0.91
H -1.75118 -2.30669 -0.03997 -0.4448 -0.0331 0.3502 0.32
H 1.46582 -4.99296 2.33968 -0.0336 0.1299 -0.0302 0.34
H 6.80413 -1.49853 2.03362 -0.0338 0.1319 -0.1307 0.50
H 2.67698 -0.71378 -3.58493 -0.0444 0.0163 0.0879 0.30
H 3.30438 0.82761 1.09905 0.1253 -0.1186 -0.0601 0.39
H 5.37682 0.85804 3.20177 -0.0976 -0.2294 -0.0189 0.45
H 3.77937 0.09925 3.43870 0.2048 -0.0508 -0.1163 0.30
H 6.85298 0.11473 1.32205 -0.1560 -0.2013 0.0161 0.44
```
Forces are in eV/Å.

Output
M	556.64	g/mol
net charge	0
highest occupied orbital energy	-7.0574	eV
ΔE to the lowest compared entry with this formula, charge and spin	293.4	kJ/mol
largest force on an atom	4.34	eV Å⁻¹
HOMO-LUMO gap	0.254	Ha
calculated total energy	-55277.84637	eV

---

[3]
This record from the OMol25 dataset describes the molecule C3H4F3NO in a non-equilibrium geometry. The level of theory is ωB97M-V/def2-TZVPD.

```
12
Properties=species:S:1:pos:R:3:forces:R:3:mulliken_charge:R:1
F -1.60753 -1.77481 0.62455 -0.7579 -1.6422 -0.1120 -0.20
F 1.83670 1.23051 0.60196 0.4818 -0.2972 1.4295 -0.39
F 0.65002 -0.61828 -1.86507 -1.1475 0.0800 -0.1441 -0.30
O 1.33644 -1.09706 0.80330 -0.7763 1.0626 -0.1086 -0.39
N 1.57780 -0.20235 0.01654 1.4984 0.5038 1.1099 0.35
C -0.83422 0.35344 -0.15536 0.0348 -2.0780 -0.6527 -0.70
C -1.09611 -0.64642 0.95486 1.8075 2.0001 -2.9009 -0.11
C 0.59780 0.33242 -0.83275 -0.6209 -0.9080 -2.3665 0.20
H -0.99742 1.28249 0.25841 0.0947 2.3066 0.9189 0.38
H -1.49493 0.31815 -1.05349 0.1213 -0.5780 0.8517 0.32
H 0.95332 1.26559 -1.32346 -0.6382 -0.5913 0.8140 0.35
H -0.92188 -0.44367 1.97052 -0.0978 0.1417 1.1607 0.48
```
Forces are in eV/Å.

Output
M	127.06	g/mol
net charge	0
highest occupied orbital energy (spin up / spin down)	-9.9425 / -8.6328	eV
ΔE to the lowest compared entry with this formula, charge and spin	552.9	kJ/mol
largest force on an atom	3.96	eV Å⁻¹
HOMO-LUMO gap (spin up / spin down)	0.361 / 0.271	Ha
calculated total energy	-14859.75380	eV